Entry from OMol25: a 2-piece molecular cluster, C5H8O4 overall at a distorted geometry (ωB97M-V/def2-TZVPD).

The calculation puts the orbital gap at 7.5914 eV. Its HOMO energy is -0.0345 Ha. Its energy above the lowest of the compared OMol25 structures with the same formula, charge and spin is 108.6 kJ/mol. As for the molar mass: 132.12 g/mol.

ORCA input file:
```
! RIJCOSX wB97M-V def2-TZVPD def2/J DEFGRID3
* xyz -2 1
C -1.3387 1.0951 0.7651
C -1.9578 -0.1562 1.3736
C -2.1835 1.4587 -0.5126
O -3.2475 2.0797 -0.2916
O -1.8656 0.7896 -1.5287
H -1.5482 1.9420 1.4449
H -0.2549 1.0937 0.5915
H -2.3421 -0.8718 0.6319
H -2.8657 0.0673 1.9206
H -1.2672 -0.7453 1.9627
C 2.9801 -0.3402 -1.0011
C 2.3149 -1.7174 -0.8433
O 1.0884 -1.7966 -1.1353
O 2.9692 -2.6688 -0.3287
H 2.1437 0.3591 -1.0134
H 3.6822 -0.4046 -1.8548
H 3.6926 -0.1844 -0.1807
*
```

Atomic partial charges in e from the Löwdin method, atoms 1 to 4:
1. C -0.201
2. C -0.137
3. C -0.770
4. O -0.132